Record 1
{
  "formula": "C2H7NO3",
  "method": "ωB97M-V/def2-TZVPD",
  "species": ["O", "O", "O", "N", "C", "C", "H", "H", "H", "H", "H", "H", "H"],
  "positions_angstrom": [[-1.56, 0.86, 0.47], [-1.83, -1.19, 1.48], [-0.02, 1.55, -1.49], [1.01, -0.46, -0.46], [0.36, -0.54, 0.92], [-1.22, -0.26, 0.94], [0.65, -1.47, 1.52], [-0.84, 1.30, -0.41], [-0.82, 1.34, -2.02], [2.06, -0.61, -0.39], [0.85, 0.16, 1.62], [0.81, -1.23, -1.10], [0.57, 0.55, -1.07]],
  "largest_force_ev_per_a": 4.69,
  "energy_ev": -9819.051,
  "gap_ev": 9.90,
  "multiplicity": 1
}



Record 2
{
  "formula": "C2H7NO3",
  "method": "ωB97M-V/def2-TZVPD",
  "species": ["O", "O", "O", "N", "C", "C", "H", "H", "H", "H", "H", "H", "H"],
  "positions_angstrom": [[0.31, -2.38, 1.35], [1.05, 0.19, -1.59], [-0.98, -0.17, 1.30], [-0.63, 1.20, -0.45], [0.77, 1.01, -0.45], [-1.47, 0.27, 0.30], [1.46, 1.82, -0.75], [0.54, -0.64, -1.64], [-1.03, 1.53, -1.33], [-2.45, 0.21, -0.18], [0.08, -1.55, 1.82], [1.23, -2.27, 1.09], [1.11, 0.78, 0.54]],
  "largest_force_ev_per_a": 2.50,
  "s2": 0.77,
  "charge": 1,
  "energy_ev": -9809.167,
  "gap_ev": [10.46, 5.01],
  "multiplicity": 2
}